[1]
C15H29ClN2O6PS | the ωB97M-V functional and the def2-TZVPD basis

Geometry as ORCA input:
```
! wB97M-V def2-TZVPD RIJCOSX def2/J DEFGRID3
* xyz 1 1
C 4.357 -2.203 2.424
C 3.375 -1.083 2.763
O 2.052 -1.364 2.336
C 1.816 -1.110 0.984
C 0.895 0.070 0.734
P 1.360 1.796 1.372
O 2.899 1.788 0.774
Cl 1.791 1.598 3.368
O 0.983 0.282 -0.700
C -0.242 0.700 -1.131
O -0.441 1.446 -2.092
O -1.178 0.144 -0.373
C -0.635 -0.128 0.985
C -1.090 -1.534 1.339
S -2.738 -1.883 0.649
C -3.481 -2.965 1.904
C -4.970 -2.691 1.952
N -1.033 0.869 1.869
C -2.163 0.938 2.479
C -3.289 1.725 1.915
C -2.399 0.339 3.820
H 5.292 -1.773 2.093
H 3.971 -2.810 1.616
H 4.547 -2.810 3.293
H 3.718 -0.142 2.352
H 3.327 -0.933 3.830
H 2.756 -0.889 0.481
H 1.433 -2.002 0.504
H 2.849 1.504 -0.142
H -1.087 -1.693 2.407
H -0.402 -2.248 0.917
H -3.028 -2.782 2.868
H -3.337 -3.996 1.617
H -5.178 -1.636 2.073
H -5.465 -3.045 1.060
H -5.413 -3.202 2.797
H -3.444 1.484 0.874
H -2.978 2.766 1.969
H -4.184 1.639 2.512
H -3.147 -0.437 3.722
H -1.470 -0.066 4.193
H -2.744 1.106 4.501
C -0.313 2.160 -6.068
C 1.038 2.771 -5.993
O 1.472 3.665 -6.636
N 1.996 2.222 -4.946
C 2.799 1.051 -5.453
H -0.903 2.735 -6.772
H -0.251 1.124 -6.405
H -0.789 2.186 -5.084
H 1.485 1.959 -4.093
H 2.628 3.006 -4.768
H 2.117 0.266 -5.763
H 3.427 0.697 -4.642
H 3.409 1.392 -6.283
*
```

Results
LUMO energy, eV: -3.35
Electronic energy, eV: -63929.743
Strongest force on any atom, eV Å⁻¹: 2.42

Okay, here come the natural (NBO) numbers, in e, for every atom: C -0.646; C -0.069; O -0.540; C -0.094; C -0.096; P 1.145; O -0.999; Cl -0.277; O -0.555; C 1.001; O -0.651; O -0.529; C 0.453; C -0.581; S 0.204; C -0.517; C -0.615; N -0.689; C 0.601; C -0.719; C -0.723; H 0.212; H 0.210; H 0.220; H 0.178; H 0.198; H 0.188; H 0.189; H 0.490; H 0.241; H 0.223; H 0.208; H 0.218; H 0.208; H 0.217; H 0.221; H 0.259; H 0.258; H 0.223; H 0.249; H 0.237; H 0.250; C -0.749; C 0.717; O -0.437; N -0.585; C -0.417; H 0.282; H 0.263; H 0.278; H 0.462; H 0.453; H 0.236; H 0.245; H 0.245

[2]
C15H29F2N2O8P | the ωB97M-V functional and the def2-TZVPD basis

Geometry as ORCA input:
```
! wB97M-V def2-TZVPD RIJCOSX def2/J DEFGRID3
* xyz 0 1
C 3.403 1.422 -0.382
N 2.112 1.739 -1.156
C 2.313 1.608 -2.650
C 1.018 0.794 -3.326
O 0.415 1.532 -4.449
C -0.534 2.548 -3.885
C -2.021 1.873 -3.525
O -2.074 1.803 -2.035
C -2.928 0.693 -1.584
C -2.070 -0.450 -0.727
N -1.264 0.130 0.415
P 1.734 -0.939 -3.855
C 0.224 -1.834 -4.691
C 1.888 -1.865 -2.147
H 3.929 2.451 -0.200
H 3.032 0.918 0.635
H 4.036 0.639 -0.979
H 1.423 1.050 -0.778
H 2.256 2.706 -3.113
H 3.349 1.172 -2.978
H 0.197 0.527 -2.502
H -0.653 3.480 -4.619
H -0.114 3.013 -2.875
H -2.876 2.525 -3.992
H -1.984 0.787 -4.012
H -3.557 0.177 -2.432
H -3.730 1.129 -0.815
H -2.797 -1.261 -0.239
H -1.364 -1.044 -1.484
H -0.454 -0.509 0.663
H -0.893 1.085 0.205
H 0.127 -1.602 -5.834
H 0.331 -3.011 -4.530
H -0.788 -1.498 -4.164
H 2.125 -3.004 -2.268
H 0.806 -1.752 -1.659
H 2.654 -1.264 -1.497
O -4.697 -3.427 4.417
C -3.824 -2.592 4.255
O -2.786 -2.728 3.373
C -2.083 -1.502 3.392
C -2.446 -0.941 4.724
F -2.479 0.410 4.686
O -3.757 -1.412 4.934
H -2.425 -0.875 2.561
H -1.007 -1.665 3.288
H -1.799 -1.275 5.543
O 1.316 0.059 1.618
C 1.600 0.061 2.804
O 2.188 1.113 3.450
C 2.224 0.770 4.821
C 2.163 -0.719 4.783
F 1.521 -1.203 5.870
O 1.376 -0.988 3.645
H 1.364 1.217 5.330
H 3.140 1.137 5.293
H 3.139 -1.206 4.679
*
```

Results
LUMO energy, eV: 0.25
Electronic energy, eV: -50103.405
Structure (SMILES): CNC[C@@H](OCCOCCN)P(C)C.O=C1OC[C@@H](F)O1.O=C1OC[C@@H](F)O1
Strongest force on any atom, eV Å⁻¹: 3.32

Okay, here come the natural (NBO) numbers, in e, for every atom: C -0.445; N -0.654; C -0.271; C -0.172; O -0.565; C -0.110; C -0.111; O -0.575; C -0.089; C -0.240; N -0.898; P 0.731; C -0.946; C -0.938; H 0.203; H 0.217; H 0.174; H 0.364; H 0.207; H 0.200; H 0.194; H 0.205; H 0.209; H 0.195; H 0.195; H 0.195; H 0.191; H 0.196; H 0.162; H 0.387; H 0.381; H 0.249; H 0.236; H 0.213; H 0.251; H 0.211; H 0.241; O -0.563; C 0.957; O -0.476; C -0.148; C 0.441; F -0.327; O -0.480; H 0.230; H 0.210; H 0.150; O -0.591; C 0.979; O -0.463; C -0.134; C 0.442; F -0.322; O -0.487; H 0.211; H 0.216; H 0.162

[3]
C15H29FNO9PS | the ωB97M-V functional and the def2-TZVPD basis

Geometry as ORCA input:
```
! wB97M-V def2-TZVPD RIJCOSX def2/J DEFGRID3
* xyz 0 1
N 2.268 -1.003 -3.781
C 2.765 -0.853 -2.443
C 2.208 0.383 -1.620
P 1.266 -0.279 -0.189
O -0.066 -0.831 -0.493
O 1.431 1.188 -2.519
C 2.264 2.077 -3.096
O 2.008 2.764 -4.014
O 3.484 2.056 -2.452
C 3.219 1.471 -1.215
F 2.450 2.427 -0.509
C 4.406 1.255 -0.312
C 5.612 0.464 -0.848
C 6.660 1.336 -1.575
S 6.727 1.098 -3.338
O 5.649 0.274 -3.801
O 8.057 0.721 -3.691
O 6.426 2.584 -3.791
H 1.261 -1.047 -3.821
H 2.621 -0.302 -4.414
H 3.838 -0.835 -2.501
H 2.481 -1.754 -1.899
H 2.172 -1.251 0.282
H 1.305 0.724 0.792
H 4.047 0.838 0.625
H 4.759 2.257 -0.073
H 5.334 -0.379 -1.462
H 6.120 0.044 0.017
H 6.492 2.388 -1.365
H 7.656 1.104 -1.217
H 6.214 2.544 -4.739
C -4.036 -2.587 1.320
C -3.523 -1.439 0.456
C -2.899 -2.186 -0.713
O -3.664 -3.393 -0.870
C -4.511 -3.576 0.264
H -4.823 -2.290 2.010
H -3.215 -3.018 1.899
H -4.362 -0.827 0.118
H -2.809 -0.790 0.961
H -1.863 -2.450 -0.506
H -2.930 -1.622 -1.645
H -5.546 -3.370 -0.031
H -4.447 -4.616 0.591
C -5.880 0.704 5.294
C -5.373 1.855 4.428
C -4.762 1.106 3.250
O -5.525 -0.092 3.099
C -6.363 -0.283 4.240
H -6.664 0.990 5.993
H -5.055 0.273 5.866
H -6.211 2.469 4.092
H -4.657 2.502 4.931
H -3.719 0.836 3.448
H -4.801 1.671 2.318
H -7.400 -0.081 3.952
H -6.291 -1.323 4.563
*
```

Results
LUMO energy, eV: 0.22
Electronic energy, eV: -58783.271
Structure (SMILES): NC[C@]1([PH2]=O)OC(=O)O[C@]1(F)CCCS(=O)(=O)O.C1CCOC1.C1CCOC1
Strongest force on any atom, eV Å⁻¹: 0.94
Energy relative to the best compared isomer or geometry (same formula, charge and spin), kJ/mol: 0.0

Okay, here come the natural (NBO) numbers, in e, for every atom: N -0.806; C -0.251; C -0.152; P 1.542; O -1.062; O -0.474; C 0.976; O -0.533; O -0.505; C 0.592; F -0.377; C -0.441; C -0.412; C -0.691; S 2.371; O -0.953; O -0.920; O -0.875; H 0.375; H 0.368; H 0.225; H 0.199; H -0.095; H -0.072; H 0.233; H 0.238; H 0.238; H 0.228; H 0.257; H 0.263; H 0.514; C -0.435; C -0.428; C -0.068; O -0.546; C -0.065; H 0.231; H 0.192; H 0.200; H 0.217; H 0.183; H 0.180; H 0.159; H 0.176; C -0.430; C -0.430; C -0.066; O -0.542; C -0.066; H 0.217; H 0.201; H 0.203; H 0.216; H 0.163; H 0.187; H 0.165; H 0.184